This record from OMol25 describes C10H14BClEuN6 as an isolated structure in a non-equilibrium geometry. The level of theory is the ωB97M-V functional and the def2-TZVPD basis.

ORCA input file:
```
! RIJCOSX wB97M-V def2-TZVPD def2/J DEFGRID3
* xyz 2 8
C -2.497 1.683 0.916
N -1.445 0.909 0.564
N -0.678 1.629 -0.345
C -1.227 2.861 -0.490
C -2.388 2.937 0.289
B 0.697 1.100 -0.925
N 1.446 0.310 0.196
N 0.799 -0.454 1.150
C 1.727 -0.836 2.060
C 2.983 -0.349 1.677
C 2.762 0.389 0.519
Eu -1.210 -0.725 2.560
N 0.523 0.346 -2.293
N -0.159 -0.857 -2.344
C -0.120 -1.283 -3.615
C 0.593 -0.362 -4.418
C 0.988 0.654 -3.528
H -0.575 -2.208 -3.938
H 1.561 1.554 -3.704
H 0.794 -0.429 -5.472
H 1.332 2.081 -1.182
H 3.452 0.979 -0.068
H -0.744 3.606 -1.104
H 3.900 -0.527 2.197
H -3.044 3.776 0.412
H 1.438 -1.406 2.944
H -3.262 1.302 1.589
H -0.080 -2.894 1.971
C -0.804 -3.065 2.788
H -0.555 -4.012 3.280
H -0.698 -2.329 3.645
H -1.827 -3.126 2.403
Cl -3.680 -1.251 2.266
*
```

Computed properties:
Kohn-Sham gap (spin up / spin down) = 5.3444 / 5.3033 eV
strongest force on any atom = 0.110 hartree/bohr
total energy = -1912.75381 Eh

Löwdin analysis output, partial charges in e:
1 C -0.186
2 N -0.117
3 N -0.026
4 C -0.033
5 C -0.021
6 B -0.448
7 N -0.003
8 N -0.131
9 C -0.183
10 C -0.016
11 C -0.012
12 Eu 1.743
13 N 0.016
14 N 0.172
15 C -0.050
16 C 0.105
17 C 0.066
18 H 0.132
19 H 0.157
20 H 0.138
21 H 0.121
22 H 0.144
23 H 0.135
24 H 0.113
25 H 0.108
26 H 0.087
27 H 0.045
28 H 0.053
29 C -0.135
30 H 0.102
31 H -0.001
32 H 0.004
33 Cl -0.079

---

This record from OMol25 describes C10H14BFN6Pd as an isolated structure in a non-equilibrium geometry. The level of theory is the ωB97M-V functional and the def2-TZVPD basis.

ORCA input file:
```
! RIJCOSX wB97M-V def2-TZVPD def2/J DEFGRID3
* xyz 2 5
H 0.734 -0.436 3.084
N 1.016 -1.476 1.294
B 1.589 -3.011 -0.674
N 1.657 -2.614 0.867
C 2.198 -3.205 1.950
Pd -0.023 -0.260 0.006
H 2.704 -4.145 1.817
C 1.930 -2.400 3.068
H 2.211 -2.571 4.079
C 1.186 -1.305 2.611
H 2.166 -4.035 -0.886
C -0.711 1.898 -1.180
H -1.525 2.564 -0.867
H -1.161 0.855 -1.258
H -0.207 2.100 -2.139
N 2.200 -1.798 -1.471
N 0.061 -3.090 -1.068
N 1.663 -0.530 -1.293
N -0.752 -2.015 -0.793
C 3.251 -1.708 -2.320
C -0.712 -4.062 -1.587
H 3.802 -2.608 -2.570
H -0.257 -5.007 -1.820
C 3.386 -0.378 -2.691
C -2.020 -3.583 -1.690
C 2.366 0.324 -2.027
C -2.016 -2.273 -1.183
H 4.130 0.031 -3.358
H -2.879 -4.088 -2.065
H 2.136 1.377 -2.050
H -2.783 -1.524 -1.031
H 0.059 2.026 -0.403
F -1.554 -0.153 1.305
*
```

Computed properties:
Kohn-Sham gap (spin up / spin down) = 8.3674 / 4.1682 eV
strongest force on any atom = 0.072 hartree/bohr
energy above the lowest of the compared OMol25 structures with the same formula, charge and spin = 0.0 kcal per mole
total energy = -969.83868 Eh

Löwdin analysis output, partial charges in e:
1 H 0.153
2 N -0.009
3 B -0.391
4 N 0.050
5 C 0.102
6 Pd 1.077
7 H 0.165
8 C 0.131
9 H 0.142
10 C 0.006
11 H 0.130
12 C -0.047
13 H 0.069
14 H 0.008
15 H 0.051
16 N -0.034
17 N 0.050
18 N -0.079
19 N 0.007
20 C -0.029
21 C 0.099
22 H 0.141
23 H 0.166
24 C -0.011
25 C 0.128
26 C -0.095
27 C 0.013
28 H 0.118
29 H 0.143
30 H 0.118
31 H 0.150
32 H 0.024
33 F -0.547

---

This record from OMol25 describes C10H14BIMoN6 as an isolated structure in a non-equilibrium geometry. The level of theory is the ωB97M-V functional and the def2-TZVPD basis.

ORCA input file:
```
! RIJCOSX wB97M-V def2-TZVPD def2/J DEFGRID3
* xyz 4 3
C 2.677 -0.262 -2.148
N 1.321 -0.428 -2.100
N 0.882 -0.839 -3.340
C 1.938 -1.000 -4.119
C 3.071 -0.610 -3.437
B -0.621 -0.997 -3.568
N -1.196 -1.748 -2.383
N -1.064 -1.238 -1.095
C -1.693 -2.118 -0.280
C -2.218 -3.168 -1.053
C -1.881 -2.902 -2.372
Mo 0.116 0.639 -0.929
N -1.224 0.439 -3.500
N -1.033 1.194 -2.318
C -1.856 2.297 -2.391
C -2.504 2.237 -3.590
C -2.147 1.062 -4.230
H -1.882 2.972 -1.530
H -2.445 0.602 -5.152
H -3.164 2.976 -3.970
H -0.812 -1.545 -4.614
H -2.043 -3.406 -3.324
H 1.759 -1.376 -5.093
H -2.774 -4.025 -0.715
H 4.051 -0.575 -3.810
H -1.697 -1.928 0.787
H 3.188 0.092 -1.260
H -1.236 0.157 1.917
C -2.065 0.273 2.683
H -3.029 -0.133 2.332
H -1.732 -0.165 3.647
H -2.334 1.333 2.792
I 1.013 2.901 0.039
*
```

Computed properties:
Kohn-Sham gap (spin up / spin down) = 6.1377 / 5.4807 eV
strongest force on any atom = 0.073 hartree/bohr
energy above the lowest of the compared OMol25 structures with the same formula, charge and spin = 24.9 kcal per mole
total energy = -1106.88045 Eh

Löwdin analysis output, partial charges in e:
1 C 0.007
2 N -0.144
3 N 0.018
4 C 0.102
5 C 0.099
6 B -0.466
7 N 0.051
8 N -0.025
9 C 0.078
10 C 0.206
11 C 0.141
12 Mo 1.358
13 N 0.059
14 N -0.195
15 C -0.010
16 C 0.090
17 C 0.122
18 H 0.132
19 H 0.184
20 H 0.155
21 H 0.163
22 H 0.194
23 H 0.173
24 H 0.180
25 H 0.144
26 H 0.144
27 H 0.145
28 H -0.037
29 C -0.025
30 H 0.040
31 H 0.069
32 H 0.042
33 I 0.809

---

This record from OMol25 describes C10H14BN4PbS2 as an isolated structure. The level of theory is the ωB97M-V functional and the def2-TZVPD basis.

ORCA input file:
```
! RIJCOSX wB97M-V def2-TZVPD def2/J DEFGRID3
* xyz -1 1
Pb -0.320 -1.307 -1.486
B 2.596 -1.133 1.488
N 3.039 -1.110 -0.001
C 4.335 -1.061 -0.349
C 4.419 -1.047 -1.730
C 3.087 -1.100 -2.146
N 2.273 -1.130 -1.094
N 1.053 -1.136 1.763
C 0.635 -1.017 3.032
C -0.747 -1.038 3.059
C -1.108 -1.168 1.720
N -0.019 -1.227 0.953
H 3.043 -0.139 2.013
H 3.055 -2.138 1.991
H 5.110 -1.043 0.400
H 5.306 -1.013 -2.338
H 2.682 -1.106 -3.147
H 1.348 -0.932 3.836
H -1.395 -0.959 3.915
H -2.087 -1.207 1.268
C -4.483 1.291 -0.898
C -3.070 0.796 -1.165
S -2.943 -0.959 -1.307
C -2.048 1.655 -1.284
C -2.207 3.150 -1.129
S -0.354 1.240 -1.606
H -5.164 0.445 -0.849
H -4.822 1.957 -1.695
H -4.546 1.838 0.047
H -3.246 3.460 -1.024
H -1.771 3.660 -1.991
H -1.651 3.477 -0.246
*
```

Computed properties:
Kohn-Sham gap = 6.8662 eV
strongest force on any atom = 0.010 hartree/bohr
total energy = -1622.68914 Eh

Löwdin analysis output, partial charges in e:
1 Pb 0.750
2 B -0.425
3 N -0.091
4 C -0.119
5 C -0.089
6 C -0.201
7 N -0.098
8 N -0.070
9 C -0.120
10 C -0.075
11 C -0.187
12 N -0.100
13 H 0.064
14 H 0.061
15 H 0.112
16 H 0.077
17 H 0.090
18 H 0.113
19 H 0.081
20 H 0.050
21 C -0.165
22 C -0.805
23 S 0.358
24 C -0.806
25 C -0.162
26 S 0.407
27 H 0.036
28 H 0.068
29 H 0.070
30 H 0.052
31 H 0.059
32 H 0.068

---

This record from OMol25 describes C10H14Cl3N4O5OsSi as an isolated structure. The level of theory is the ωB97M-V functional and the def2-TZVPD basis.

ORCA input file:
```
! RIJCOSX wB97M-V def2-TZVPD def2/J DEFGRID3
* xyz 1 5
Os -0.328 0.193 -0.419
O 1.649 -0.337 -1.424
C 2.769 -0.137 -0.535
C 2.481 -0.752 0.814
N 1.332 -0.112 1.480
C 1.643 1.275 1.879
C 1.005 2.315 0.962
O 1.503 3.373 0.730
O -0.181 1.905 0.487
C 0.974 -0.908 2.673
C -0.267 -0.406 3.405
O -0.240 -0.084 4.548
O -1.411 -0.337 2.685
H 1.642 -1.232 -1.798
H 2.901 0.944 -0.472
H 3.668 -0.561 -0.980
H 3.376 -0.685 1.443
H 2.252 -1.813 0.685
H 2.718 1.445 1.951
H 1.229 1.484 2.868
H 1.788 -0.879 3.402
H 0.813 -1.944 2.378
Cl -1.295 -2.840 1.097
Si -1.768 -0.807 1.147
Cl 0.000 -3.251 -2.500
Cl -3.771 -0.616 0.892
N -3.260 -3.412 -3.344
C -2.407 -2.402 -3.430
C -1.479 -2.177 -2.272
N -1.019 -0.831 -2.161
C -0.975 -0.142 -3.293
C -1.593 -0.581 -4.472
N -2.371 -1.663 -4.512
H -3.301 -4.014 -2.539
H -3.856 -3.612 -4.135
H -1.916 -2.525 -1.345
H -0.475 0.819 -3.282
H -1.491 0.003 -5.376
*
```

Computed properties:
Kohn-Sham gap (spin up / spin down) = 8.3271 / 7.1470 eV
strongest force on any atom = 0.011 hartree/bohr
energy above the lowest of the compared OMol25 structures with the same formula, charge and spin = 0.0 kcal per mole
total energy = -2745.30217 Eh

Löwdin analysis output, partial charges in e:
1 Os 1.367
2 O -0.185
3 C -0.161
4 C -0.159
5 N -0.214
6 C -0.064
7 C -0.577
8 O 0.154
9 O -0.243
10 C -0.112
11 C -0.510
12 O 0.182
13 O -0.148
14 H 0.063
15 H 0.132
16 H 0.143
17 H 0.147
18 H 0.136
19 H 0.148
20 H 0.148
21 H 0.151
22 H 0.086
23 Cl 0.378
24 Si -0.389
25 Cl 0.653
26 Cl 0.373
27 N 0.231
28 C -0.388
29 C -0.624
30 N -0.213
31 C -0.121
32 C -0.063
33 N 0.141
34 H 0.133
35 H 0.142
36 H 0.019
37 H 0.121
38 H 0.125

---

This record from OMol25 describes the molecule C10H14F2N2O in a non-equilibrium geometry. The level of theory is the ωB97M-V functional and the def2-TZVPD basis.

ORCA input file:
```
! RIJCOSX wB97M-V def2-TZVPD def2/J DEFGRID3
* xyz 0 1
C 1.637 0.812 1.652
C 1.141 0.106 0.313
C -0.299 0.570 -0.107
F -0.444 1.890 0.112
C -1.234 -0.181 0.742
C -2.778 0.161 0.480
O -3.045 0.012 -0.842
C -2.181 0.780 -1.605
C -0.705 0.466 -1.559
N 1.182 -1.319 0.437
C 2.293 -1.862 0.242
C 3.496 -1.182 -0.275
N 3.590 -0.008 -0.666
C 2.280 0.569 -0.843
F 2.408 1.936 -0.878
H 2.543 1.409 1.405
H 1.768 -0.021 2.358
H 0.882 1.539 2.031
H -1.169 -0.057 1.886
H -1.256 -1.264 0.507
H -3.471 -0.474 1.029
H -2.935 1.185 0.740
H -2.206 1.787 -1.174
H -2.335 0.820 -2.657
H -0.441 -0.528 -1.836
H -0.048 1.133 -2.229
H 2.349 -2.939 0.217
H 4.347 -1.737 0.025
H 1.852 0.174 -1.832
*
```

Computed properties:
Kohn-Sham gap = 8.8764 eV
strongest force on any atom = 0.100 hartree/bohr
energy above the lowest of the compared OMol25 structures with the same formula, charge and spin = 0.0 kcal per mole
total energy = -773.82767 Eh

Löwdin analysis output, partial charges in e:
1 C 0.019
2 C -0.323
3 C -0.503
4 F 0.046
5 C -0.073
6 C -0.205
7 O -0.095
8 C -0.205
9 C -0.087
10 N 0.127
11 C -0.107
12 C -0.141
13 N 0.147
14 C -0.300
15 F 0.020
16 H 0.088
17 H 0.085
18 H 0.088
19 H 0.158
20 H 0.129
21 H 0.129
22 H 0.109
23 H 0.130
24 H 0.121
25 H 0.116
26 H 0.159
27 H 0.109
28 H 0.098
29 H 0.160